Computed, not measured: a cluster of 12 separate species, C80H176N8O12 in total at a distorted geometry, with the ωB97M-V functional and the def2-TZVPD basis.

Strongest force on any atom: 3.8 eV/A
Total charge: +1
2S+1: 2
HOMO level (spin up / spin down): -9.27 / -9.27 eV
Electronic energy: -4493.833197 Eh

Last column: Mulliken charge in e.
Atoms and positions in Å:
1 C 15.78047 -18.61003 -20.45832  0.0458
2 C 16.62784 -18.34867 -19.14650  -0.7352
3 O 16.00511 -18.88384 -18.01204  -0.5817
4 H 15.45074 -19.64334 -20.56629  0.5776
5 H 16.40697 -18.35746 -21.31378  0.1437
6 H 14.93050 -17.93075 -20.52337  -0.4995
7 H 16.78764 -17.27108 -19.10957  0.1370
8 H 17.61347 -18.80981 -19.20959  0.6325
9 H 16.59006 -19.49117 -17.55314  0.3129
10 C 15.92262 -22.86979 -26.11750  -0.1618
11 C 16.38790 -23.48852 -24.77118  -0.3810
12 O 17.52026 -22.79349 -24.21981  -0.5682
13 H 16.77292 -22.88359 -26.79933  0.4823
14 H 15.64425 -21.82089 -26.01541  -0.4832
15 H 15.18071 -23.46632 -26.64838  0.3676
16 H 16.73212 -24.51222 -24.91839  0.4557
17 H 15.57693 -23.53144 -24.04415  0.0231
18 H 18.32544 -23.08568 -24.65329  0.3288
19 C 17.88032 -18.87206 -26.32191  -0.0411
20 C 18.92844 -18.93475 -27.35530  -0.6300
21 O 19.99776 -18.15111 -26.93031  -0.5447
22 H 17.15017 -19.64438 -26.56379  -0.1650
23 H 17.42500 -17.89506 -26.15984  0.1523
24 H 18.36562 -19.04728 -25.36176  0.3197
25 H 18.55476 -18.51879 -28.29094  0.2790
26 H 19.33054 -19.89432 -27.68033  0.3777
27 H 20.70424 -18.17172 -27.57997  0.3021
28 C 16.62420 -20.92230 -29.33170  -0.5468
29 C 15.69333 -21.83376 -30.14246  -0.4934
30 O 16.07505 -21.76617 -31.46509  -0.5144
31 H 16.40450 -20.82466 -28.26855  -0.2579
32 H 16.58651 -19.92102 -29.76080  0.4695
33 H 17.64233 -21.26181 -29.52208  0.4310
34 H 14.70431 -21.48543 -29.84479  0.2920
35 H 15.82414 -22.84794 -29.76505  0.2957
36 H 15.52229 -22.37679 -31.95824  0.3157
37 C 16.41599 -14.85216 -21.38456  -1.3272
38 C 16.36478 -15.01258 -22.91688  2.2448
39 C 15.01529 -14.37328 -23.35974  0.4659
40 C 14.88402 -12.82204 -23.46120  -0.3240
41 C 15.91885 -12.40929 -24.38057  -1.7394
42 C 17.37668 -12.82562 -23.92773  1.5330
43 N 17.48220 -14.22516 -23.53649  0.7757
44 O 18.73771 -14.72446 -23.15631  -0.5327
45 C 18.23782 -12.56239 -25.16132  -2.0369
46 C 17.81648 -11.92858 -22.73617  -1.8327
47 C 16.39527 -16.50703 -23.37104  -1.0382
48 H 17.37110 -15.19161 -20.98376  0.3931
49 H 15.67464 -15.38492 -20.78902  -0.1279
50 H 16.35111 -13.78046 -21.19651  0.2755
51 H 14.63166 -14.79364 -24.28938  -0.7025
52 H 14.21511 -14.60222 -22.65590  -0.3022
53 H 14.85831 -12.32454 -22.49169  0.2015
54 H 13.92827 -12.55704 -23.91333  0.2133
55 H 15.87392 -11.32641 -24.49654  0.7448
56 H 15.70143 -12.81530 -25.36849  0.0724
57 H 17.97006 -13.10724 -26.06661  0.3537
58 H 18.29787 -11.52815 -25.50021  0.3916
59 H 19.27729 -12.82318 -24.96237  0.4888
60 H 18.76264 -12.26071 -22.30887  0.3476
61 H 17.97018 -10.90806 -23.08692  0.4830
62 H 17.03110 -11.83286 -21.98643  0.2464
63 H 16.30836 -16.69153 -24.44179  0.1163
64 H 15.53515 -17.06090 -22.99484  -0.6940
65 H 17.22518 -17.08517 -22.96469  0.7526
66 H 19.03925 -15.20600 -23.93012  0.3545
67 C 8.80202 -15.53761 -28.04964  -1.9285
68 C 9.99454 -14.53670 -28.00107  1.7988
69 C 9.75259 -13.77554 -26.66295  -1.4226
70 C 10.91169 -12.86186 -26.23478  -1.3609
71 C 12.21661 -13.62925 -26.21612  0.6946
72 C 12.53242 -14.50913 -27.44416  2.0119
73 N 11.32687 -15.27454 -27.86499  1.7476
74 O 11.57294 -16.16093 -28.92497  -0.5544
75 C 13.09754 -13.59444 -28.54615  -1.7584
76 C 13.61767 -15.49406 -26.86891  -1.7042
77 C 9.79526 -13.53433 -29.17152  -1.8861
78 H 8.86581 -16.27426 -27.24878  -0.0070
79 H 8.89001 -16.08944 -28.98551  0.5127
80 H 7.81834 -15.10802 -27.86009  0.5835
81 H 8.93683 -13.05498 -26.72144  0.5119
82 H 9.61744 -14.43622 -25.80660  0.1928
83 H 10.68006 -12.41673 -25.26715  0.3047
84 H 11.02485 -12.06538 -26.97024  0.4325
85 H 12.18774 -14.25633 -25.32504  -1.3465
86 H 12.96981 -12.85800 -26.05496  0.2189
87 H 12.43662 -12.73984 -28.69081  0.3924
88 H 14.02991 -13.14641 -28.20256  0.4741
89 H 13.18055 -14.08834 -29.51428  0.3174
90 H 13.82982 -16.33665 -27.52704  0.7728
91 H 14.58356 -15.08409 -26.57382  0.2301
92 H 13.26986 -16.04314 -25.99390  -0.1541
93 H 8.72324 -13.34741 -29.23422  0.5243
94 H 10.26221 -13.99431 -30.04244  0.3262
95 H 10.27083 -12.56062 -29.05398  0.3108
96 H 11.81012 -15.55219 -29.62837  0.2776
97 C 13.00599 -15.03196 -15.63265  -1.4523
98 C 12.94089 -16.49179 -15.56916  1.2392
99 C 11.55962 -16.93884 -14.97895  -1.3720
100 C 10.41064 -16.75522 -15.92357  -0.9144
101 C 10.66220 -17.63218 -17.10871  -1.1947
102 C 12.01962 -17.33534 -17.90542  2.3690
103 N 13.14166 -17.06155 -16.91918  0.6221
104 O 14.32893 -16.67959 -17.51229  -0.1732
105 C 12.41132 -18.50465 -18.64872  -1.2326
106 C 11.81110 -16.10960 -18.88732  -1.8569
107 C 13.96443 -17.15715 -14.60213  -1.7763
108 H 12.22695 -14.65219 -16.29368  0.2573
109 H 13.92919 -14.70921 -16.11394  0.4123
110 H 12.82221 -14.48086 -14.71036  0.4389
111 H 11.61501 -17.98379 -14.67382  0.4176
112 H 11.33257 -16.29806 -14.12692  0.4885
113 H 10.23487 -15.69933 -16.12927  0.3342
114 H 9.43764 -17.12845 -15.60410  0.4713
115 H 9.80242 -17.48107 -17.76144  0.3379
116 H 10.68557 -18.68544 -16.82906  0.5768
117 H 11.67373 -18.69585 -19.42814  0.0088
118 H 13.23908 -18.33733 -19.33785  -0.3956
119 H 12.59900 -19.33384 -17.96657  0.8578
120 H 12.64218 -15.95650 -19.57578  0.1482
121 H 10.97231 -16.40038 -19.51976  0.6719
122 H 11.60004 -15.18477 -18.35043  0.1625
123 H 14.93602 -17.24318 -15.08867  0.3479
124 H 13.69162 -18.09646 -14.12111  0.3726
125 H 14.16015 -16.51157 -13.74596  0.4297
126 H 14.68231 -17.56163 -17.64913  0.4249
127 C 8.95585 -27.23569 -23.03908  -1.8508
128 C 9.75139 -26.58153 -24.20461  1.3640
129 C 8.70963 -25.66974 -24.79769  -0.8257
130 C 9.29636 -24.64929 -25.72796  -1.1385
131 C 10.31494 -23.84073 -24.98601  0.3518
132 C 11.47557 -24.68455 -24.31752  2.2199
133 N 10.83863 -25.81585 -23.59996  1.3306
134 O 11.67199 -26.54249 -22.80153  -0.5780
135 C 12.38813 -25.23425 -25.40651  -1.7575
136 C 12.20422 -23.71129 -23.37886  -1.5604
137 C 10.26137 -27.61686 -25.18199  -2.0332
138 H 8.67846 -26.64552 -22.16567  0.2113
139 H 9.44671 -28.07489 -22.54625  0.4673
140 H 8.04647 -27.80408 -23.23415  0.4285
141 H 8.03530 -26.28132 -25.39715  0.5797
142 H 8.04637 -25.19971 -24.07156  -0.1881
143 H 8.48844 -24.01681 -26.09581  0.2834
144 H 9.70571 -25.16448 -26.59693  0.2582
145 H 9.91160 -23.07352 -24.32510  -0.1031
146 H 10.72677 -23.23908 -25.79626  -0.2662
147 H 12.60277 -26.29850 -25.30955  0.4213
148 H 12.13748 -25.10436 -26.45932  0.3158
149 H 13.33819 -24.70032 -25.38612  0.0998
150 H 13.07058 -24.24265 -22.98494  0.6886
151 H 12.49147 -22.76753 -23.84244  -0.1843
152 H 11.52548 -23.39886 -22.58526  -0.0111
153 H 11.15651 -28.18363 -24.92587  0.3348
154 H 10.40481 -27.19538 -26.17692  0.3483
155 H 9.54691 -28.41893 -25.36727  0.4700
156 H 11.49618 -26.13335 -21.95106  0.3367
157 C 13.19449 -19.13805 -27.17096  -2.1316
158 C 12.65399 -19.38077 -25.72064  2.1346
159 C 13.86545 -19.79282 -24.73157  -0.3061
160 C 13.58593 -19.66384 -23.22774  -0.3643
161 C 12.81180 -18.35711 -22.87268  0.1455
162 C 11.58955 -18.05309 -23.79642  2.7257
163 N 11.90182 -18.20853 -25.25760  0.8244
164 O 10.83636 -17.77994 -26.13754  0.2191
165 C 10.29529 -18.77469 -23.23237  -1.5267
166 C 11.38817 -16.47893 -23.60879  -1.0472
167 C 11.70508 -20.62903 -25.81700  -1.4911
168 H 13.56614 -20.09183 -27.54550  0.5490
169 H 13.91785 -18.34402 -27.35632  0.2250
170 H 12.38173 -18.90528 -27.85897  0.2517
171 H 14.11326 -20.85355 -24.77092  -0.7670
172 H 14.73537 -19.25299 -25.10566  0.2905
173 H 14.52368 -19.90924 -22.72924  0.3545
174 H 12.86673 -20.45691 -23.02307  0.0025
175 H 13.41197 -17.44723 -22.86921  -0.7543
176 H 12.52413 -18.46370 -21.82674  -0.4780
177 H 10.33821 -19.86154 -23.16142  -0.0865
178 H 9.97582 -18.39276 -22.26275  0.3114
179 H 9.57672 -18.58338 -24.02933  0.0752
180 H 10.49674 -16.11016 -24.11619  0.6423
181 H 11.20451 -16.35220 -22.54187  0.1498
182 H 12.21744 -15.79410 -23.78600  -0.8935
183 H 10.89601 -20.44107 -26.52281  0.5161
184 H 11.17144 -20.86552 -24.89646  -0.3157
185 H 12.16797 -21.52429 -26.23214  0.5022
186 H 11.25770 -16.97933 -26.45863  -0.4061
187 C 8.00889 -22.37760 -18.17357  -1.8345
188 C 8.04254 -21.42676 -19.43579  2.0357
189 C 9.02884 -21.98169 -20.54451  -0.4340
190 C 8.43523 -23.13539 -21.44608  0.6940
191 C 7.00362 -22.77051 -21.98782  -0.9023
192 C 6.03777 -22.33039 -20.89313  2.2607
193 N 6.65780 -21.29128 -20.02745  0.3953
194 O 5.74145 -20.95419 -19.01058  -0.5430
195 C 4.89152 -21.65680 -21.62617  -2.3236
196 C 5.58776 -23.59054 -20.12486  -1.9244
197 C 8.58041 -20.06213 -19.02338  -2.2868
198 H 9.05215 -22.51553 -17.88954  0.4556
199 H 7.60271 -23.37133 -18.36234  0.3668
200 H 7.60317 -21.90202 -17.28065  0.3300
201 H 9.31914 -21.14615 -21.18146  -0.7310
202 H 9.87301 -22.46250 -20.05023  0.6454
203 H 8.43104 -24.08165 -20.90509  0.3728
204 H 9.17656 -23.30983 -22.22589  -1.1105
205 H 6.69324 -23.67246 -22.51533  0.7835
206 H 7.12280 -21.99653 -22.74601  -0.5368
207 H 4.00025 -21.56979 -21.00473  0.4446
208 H 5.25484 -20.67768 -21.93831  0.4770
209 H 4.60730 -22.14986 -22.55580  0.4272
210 H 4.75116 -24.09039 -20.61306  0.4341
211 H 6.39010 -24.31437 -19.98201  0.2626
212 H 5.26295 -23.26187 -19.13765  0.4434
213 H 7.91719 -19.68259 -18.24608  0.7389
214 H 8.67727 -19.45687 -19.92470  0.3229
215 H 9.58849 -20.14231 -18.61663  0.2883
216 H 5.70121 -19.99512 -19.02326  0.3394
217 C 10.71142 -9.84924 -19.08183  -1.7350
218 C 11.09192 -10.17381 -20.55603  1.7367
219 C 12.54342 -10.74353 -20.63456  -1.6507
220 C 12.70117 -12.20333 -20.25033  -0.9144
221 C 11.72988 -12.98983 -21.09361  1.2157
222 C 10.23845 -12.57500 -21.10745  2.1423
223 N 10.17455 -11.11087 -21.27202  0.1848
224 O 8.81518 -10.73724 -21.46319  -0.4837
225 C 9.53864 -13.25887 -22.26105  -2.0939
226 C 9.51131 -13.11865 -19.82084  -1.3664
227 C 11.14864 -8.92723 -21.47658  -1.9216
228 H 9.79021 -9.27700 -18.97218  0.4141
229 H 11.44059 -9.18940 -18.61171  0.4352
230 H 10.53792 -10.74800 -18.49004  0.2795
231 H 13.03298 -10.57010 -21.59287  0.3400
232 H 13.12446 -10.09744 -19.97650  0.7526
233 H 12.43067 -12.33441 -19.20259  0.4273
234 H 13.73170 -12.55677 -20.28480  0.3391
235 H 11.81357 -13.98534 -20.65764  -1.1673
236 H 12.19269 -13.00434 -22.08037  -0.4445
237 H 9.83120 -12.84660 -23.22673  0.4054
238 H 9.70704 -14.32972 -22.37522  0.2665
239 H 8.45426 -13.16460 -22.20317  0.5204
240 H 10.17537 -13.10917 -18.95653  0.1870
241 H 8.62208 -12.61144 -19.44652  0.2710
242 H 9.16075 -14.14026 -19.96748  0.3964
243 H 10.20364 -8.38985 -21.55588  0.3697
244 H 11.30127 -9.22556 -22.51379  0.4146
245 H 11.90689 -8.18771 -21.21916  0.4066
246 H 8.50506 -10.92705 -20.57471  0.4341
247 C 3.26119 -18.34564 -26.17554  -2.0348
248 C 4.58620 -19.09729 -25.67496  1.9443
249 C 4.15892 -20.60631 -25.45676  -1.4219
250 C 5.19946 -21.67421 -25.64618  0.8689
251 C 5.98540 -21.50782 -26.95232  -1.3466
252 C 6.54961 -20.06505 -27.03889  2.3529
253 N 5.57578 -18.96723 -26.75658  -0.1680
254 O 6.04469 -17.63521 -26.87805  -0.3468
255 C 7.71658 -19.95332 -26.02908  -0.8705
256 C 7.16546 -19.90247 -28.38731  -2.1112
257 C 5.13346 -18.40217 -24.38447  -1.8587
258 H 3.55197 -17.31451 -26.37631  0.3425
259 H 2.33770 -18.37805 -25.59742  0.3589
260 H 2.99065 -18.83107 -27.11323  0.4942
261 H 3.79786 -20.67185 -24.43039  0.4573
262 H 3.23419 -20.86681 -25.97165  0.3521
263 H 4.78717 -22.67811 -25.54465  0.6341
264 H 5.91918 -21.58310 -24.83267  -0.9399
265 H 5.24377 -21.73174 -27.71910  0.3228
266 H 6.66706 -22.33356 -27.15627  0.4138
267 H 7.44677 -19.94527 -24.97302  -0.2375
268 H 8.43535 -20.75758 -26.18603  0.2210
269 H 8.30908 -19.05121 -26.18150  0.0904
270 H 7.48667 -18.87122 -28.53380  0.1938
271 H 7.98525 -20.57024 -28.65214  0.3171
272 H 6.34741 -20.06291 -29.08956  0.5345
273 H 6.14300 -18.64959 -24.05628  0.3112
274 H 4.49061 -18.73020 -23.56762  0.5710
275 H 5.00959 -17.32003 -24.34287  0.3403
276 H 6.51004 -17.56947 -26.04096  0.3282